No. 1
Entry from the Open Molecules 2025 dataset: a cluster of 2 separate species, C3H9F3N6 in total (the ωB97M-V functional and the def2-TZVPD basis).

Cartesian coordinates (Å):
1 H -0.97 -0.65 -2.89
2 N -0.20 -1.03 -2.33
3 C -0.06 -0.48 -1.22
4 N -0.62 0.70 -0.92
5 C -0.21 1.61 0.13
6 N -1.37 2.47 0.36
7 F 0.75 2.45 -0.36
8 N 0.31 0.89 1.19
9 C 1.17 -0.31 0.82
10 N 1.36 -1.13 1.98
11 F 2.38 0.21 0.45
12 N 0.69 -1.12 -0.23
13 H -1.41 1.18 -1.44
14 H -1.76 2.26 1.20
15 H -1.06 3.45 0.47
16 H 0.93 1.48 1.83
17 H 0.55 -1.49 2.53
18 H 2.28 -1.01 2.59
19 H 1.49 -1.66 -0.72
20 F 1.04 -3.16 -3.09
21 H 0.45 -2.53 -2.67

Properties
- Max |F|: 3.81 eV/Å
- Frontier orbital gap: 10.309 eV
- E_LUMO: 0.576 eV
- HOMO level: -9.733 eV
- Energy above the lowest of the compared OMol25 structures with the same formula, charge and spin: 0.0 kJ/mol


No. 2
Entry from the Open Molecules 2025 dataset: a structure of composition C3H9FN2 (the ωB97M-V functional and the def2-TZVPD basis).

Cartesian coordinates (Å):
1 C 2.45 -0.07 -0.69
2 C -2.21 -0.22 -0.84
3 C 2.59 -0.50 0.55
4 N -1.98 -0.11 0.61
5 N -0.74 0.15 0.90
6 F -0.46 1.74 0.54
7 H 2.09 1.01 -0.86
8 H -0.62 0.29 1.97
9 H 2.75 -0.65 -1.59
10 H -2.33 0.77 -1.44
11 H -1.24 -0.63 -1.07
12 H -2.96 -0.86 -1.22
13 H 3.06 -1.45 0.67
14 H 2.30 0.06 1.39
15 H -2.71 0.48 1.08

Properties
- Max |F|: 3.19 eV/Å
- Frontier orbital gap: 10.726 eV
- E_LUMO: 0.987 eV
- HOMO level: -9.738 eV
- Energy above the lowest of the compared OMol25 structures with the same formula, charge and spin: 396.3 kJ/mol


No. 3
Entry from the Open Molecules 2025 dataset: a cluster of 2 separate species, C3H9FN3 in total (the ωB97M-V functional and the def2-TZVPD basis).

Cartesian coordinates (Å):
1 C -0.92 1.09 0.90
2 C 0.04 0.11 1.12
3 C 0.73 -0.24 -1.00
4 N -2.25 0.78 0.70
5 N 2.04 0.09 -0.82
6 N 0.47 -1.53 -1.26
7 F -0.32 -1.19 1.36
8 H -0.65 2.21 0.77
9 H 0.99 0.32 1.49
10 H 0.15 0.61 -1.31
11 H -2.98 1.42 0.65
12 H 2.65 -0.62 -0.39
13 H 2.12 1.01 -0.52
14 H 1.12 -2.26 -1.00
15 H -0.55 -1.64 -1.41
16 H -2.65 -0.16 0.74

Properties
- Max |F|: 3.35 eV/Å
- Frontier orbital gap: 8.648 eV
- E_LUMO: -3.931 eV
- Net charge: +1
- HOMO level: -12.579 eV
- Energy above the lowest of the compared OMol25 structures with the same formula, charge and spin: 95.7 kJ/mol


No. 4
Entry from the Open Molecules 2025 dataset: a cluster of 2 separate species, C3H9FNO2P in total (the ωB97M-V functional and the def2-TZVPD basis).

Cartesian coordinates (Å):
1 C 1.84 0.65 -0.48
2 C -2.62 -1.02 -0.16
3 C 1.94 0.65 1.02
4 N -1.61 -0.13 0.42
5 O 0.41 -1.97 0.76
6 O 0.62 0.48 1.57
7 F -2.24 2.20 0.18
8 P -0.24 -0.68 0.77
9 H 1.52 -0.27 -1.03
10 H 1.26 1.48 -0.84
11 H 2.90 0.60 -0.76
12 H -3.38 -1.13 0.68
13 H -3.18 -0.39 -0.87
14 H -2.32 -2.08 -0.48
15 H 2.41 1.50 1.38
16 H 2.44 -0.18 1.37
17 H -2.27 1.27 0.23

Properties
- Max |F|: 3.79 eV/Å
- Frontier orbital gap: 10.839 eV
- E_LUMO: 0.261 eV
- HOMO level: -10.578 eV
- Energy above the lowest of the compared OMol25 structures with the same formula, charge and spin: 239.0 kJ/mol


No. 5
Entry from the Open Molecules 2025 dataset: a structure of composition C3H9FNa3O4P (the ωB97M-V functional and the def2-TZVPD basis).

Cartesian coordinates (Å):
1 Na -19.45 24.99 -18.63
2 Na -20.77 22.83 -18.82
3 Na -23.09 24.38 -19.87
4 F -21.34 24.72 -19.23
5 C -24.62 26.58 -17.97
6 O -23.59 26.70 -19.01
7 P -22.69 28.11 -19.04
8 O -23.43 29.26 -18.56
9 O -22.25 28.11 -20.56
10 C -21.49 27.06 -21.22
11 O -21.32 27.87 -18.20
12 C -21.00 26.68 -17.61
13 H -24.29 25.64 -17.53
14 H -25.60 26.69 -18.44
15 H -24.51 27.33 -17.19
16 H -20.69 27.61 -21.71
17 H -21.97 26.40 -21.95
18 H -21.18 26.28 -20.53
19 H -21.75 25.89 -17.67
20 H -20.70 26.88 -16.58
21 H -20.07 26.37 -18.09

Properties
- Max |F|: 2.68 eV/Å
- Frontier orbital gap: 7.315 eV
- E_LUMO: -9.276 eV
- Net charge: +2
- HOMO level: -16.591 eV
- Energy above the lowest of the compared OMol25 structures with the same formula, charge and spin: 64.9 kJ/mol


No. 6
Entry from the Open Molecules 2025 dataset: the ion C3H9IN3 with charge +1 (the ωB97M-V functional and the def2-TZVPD basis).

Cartesian coordinates (Å):
1 N -1.27 -1.13 -0.58
2 C -0.55 -0.43 0.63
3 C -0.60 1.10 0.34
4 C 0.79 1.21 -0.31
5 N 1.42 -0.11 -0.39
6 I 3.55 0.11 0.05
7 N 0.75 -0.79 0.73
8 H -1.13 -2.15 -0.20
9 H -2.11 -0.82 -0.98
10 H -0.60 -0.97 -1.31
11 H -1.10 -0.78 1.42
12 H -0.78 1.72 1.23
13 H -1.40 1.46 -0.31
14 H 0.93 1.58 -1.40
15 H 1.29 1.79 0.47
16 H 0.81 -1.80 0.63

Properties
- Max |F|: 4.49 eV/Å
- Frontier orbital gap: 8.579 eV
- E_LUMO: -4.253 eV
- Net charge: +1
- HOMO level: -12.832 eV
- Energy above the lowest of the compared OMol25 structures with the same formula, charge and spin: 260.4 kJ/mol


No. 7
Entry from the Open Molecules 2025 dataset: a structure of composition C3H9IN3 (the ωB97M-V functional and the def2-TZVPD basis).

Cartesian coordinates (Å):
1 C -0.46 -1.55 -0.42
2 C -0.76 1.80 -0.17
3 C 1.64 0.83 0.58
4 N -0.63 -0.43 0.19
5 N -1.08 -2.65 0.07
6 N -0.01 0.61 -0.43
7 I 2.77 -0.92 0.55
8 H 0.13 -1.77 -1.43
9 H -0.63 2.23 0.92
10 H -0.62 2.72 -0.70
11 H -1.81 1.69 -0.38
12 H 2.16 1.73 0.12
13 H 1.19 1.28 1.56
14 H -0.59 -3.49 -0.04
15 H -1.55 -2.66 0.95
16 H 0.25 0.56 -1.36

Properties
- Max |F|: 5.78 eV/Å
- Frontier orbital gap: 9.434 eV
- E_LUMO: -4.163 eV
- Net charge: +1
- HOMO level: -13.597 eV
- Energy above the lowest of the compared OMol25 structures with the same formula, charge and spin: 277.4 kJ/mol


No. 8
Entry from the Open Molecules 2025 dataset: a cluster of 2 separate species, C3H9INO2 in total (the ωB97M-V functional and the def2-TZVPD basis).

Cartesian coordinates (Å):
1 C 0.79 1.07 0.81
2 C 0.58 -0.33 0.42
3 C -0.62 -0.26 -1.48
4 N -0.43 -1.12 1.07
5 O 1.35 1.73 -0.29
6 O -1.77 0.37 -1.11
7 I -0.86 -2.27 -2.34
8 H -0.32 1.40 0.92
9 H 1.26 1.20 1.74
10 H 1.34 -1.05 -0.04
11 H 0.10 0.26 -2.07
12 H -1.27 -0.60 1.50
13 H 0.14 -1.50 1.90
14 H -0.90 -1.72 0.43
15 H 2.27 1.49 -0.37
16 H -1.66 1.33 -1.09

Properties
- Max |F|: 6.09 eV/Å
- Frontier orbital gap (alpha / beta): 8.888 / 8.889 eV
- E_LUMO (alpha / beta): -3.957 / -3.957 eV
- Net charge: +1
- HOMO level (alpha / beta): -12.845 / -12.846 eV
- Energy above the lowest of the compared OMol25 structures with the same formula, charge and spin: 274.9 kJ/mol


Question: What is the formula in the eighth record?
Answer: C3H9INO2


Please write out number 2 again, unchanged.
Entry from the Open Molecules 2025 dataset: a structure of composition C3H9FN2 (the ωB97M-V functional and the def2-TZVPD basis).

Cartesian coordinates (Å):
1 C 2.45 -0.07 -0.69
2 C -2.21 -0.22 -0.84
3 C 2.59 -0.50 0.55
4 N -1.98 -0.11 0.61
5 N -0.74 0.15 0.90
6 F -0.46 1.74 0.54
7 H 2.09 1.01 -0.86
8 H -0.62 0.29 1.97
9 H 2.75 -0.65 -1.59
10 H -2.33 0.77 -1.44
11 H -1.24 -0.63 -1.07
12 H -2.96 -0.86 -1.22
13 H 3.06 -1.45 0.67
14 H 2.30 0.06 1.39
15 H -2.71 0.48 1.08

Properties
- Max |F|: 3.19 eV/Å
- Frontier orbital gap: 10.726 eV
- E_LUMO: 0.987 eV
- HOMO level: -9.738 eV
- Energy above the lowest of the compared OMol25 structures with the same formula, charge and spin: 396.3 kJ/mol


Copy entry 6 word for word.
Entry from the Open Molecules 2025 dataset: the ion C3H9IN3 with charge +1 (the ωB97M-V functional and the def2-TZVPD basis).

Cartesian coordinates (Å):
1 N -1.27 -1.13 -0.58
2 C -0.55 -0.43 0.63
3 C -0.60 1.10 0.34
4 C 0.79 1.21 -0.31
5 N 1.42 -0.11 -0.39
6 I 3.55 0.11 0.05
7 N 0.75 -0.79 0.73
8 H -1.13 -2.15 -0.20
9 H -2.11 -0.82 -0.98
10 H -0.60 -0.97 -1.31
11 H -1.10 -0.78 1.42
12 H -0.78 1.72 1.23
13 H -1.40 1.46 -0.31
14 H 0.93 1.58 -1.40
15 H 1.29 1.79 0.47
16 H 0.81 -1.80 0.63

Properties
- Max |F|: 4.49 eV/Å
- Frontier orbital gap: 8.579 eV
- E_LUMO: -4.253 eV
- Net charge: +1
- HOMO level: -12.832 eV
- Energy above the lowest of the compared OMol25 structures with the same formula, charge and spin: 260.4 kJ/mol


Question: Which formula does entry 7 have?
Answer: C3H9IN3